Molecular formula: C18H48F8N7O10PS2
Method: DFT, wB97M-V/def2-TZVPD

Atoms and positions in Å:
C1 31.307 13.458 8.632
C2 30.142 12.901 9.490
O1 29.139 12.192 9.193
N1 30.120 13.447 10.920
H1 30.793 14.183 11.076
H2 29.184 13.738 11.163
C3 30.452 12.263 11.905
H3 32.214 13.222 9.188
H4 31.124 14.522 8.480
H5 31.375 12.915 7.689
H6 31.461 11.862 11.812
H7 29.777 11.407 11.873
H8 30.303 12.680 12.901
C4 39.005 12.238 0.478
C5 38.650 11.790 -0.978
O2 38.670 10.640 -1.447
N2 37.988 12.781 -1.899
H9 37.071 12.415 -2.114
H10 37.860 13.611 -1.338
C6 38.984 12.966 -3.063
H11 38.249 12.879 0.932
H12 40.064 12.462 0.611
H13 38.939 11.322 1.064
H14 39.938 13.249 -2.616
H15 38.572 13.834 -3.577
H16 39.112 12.097 -3.707
C7 41.029 11.067 8.118
C8 41.937 11.975 7.297
O3 42.546 11.543 6.293
N3 42.128 13.447 7.671
H17 41.334 14.031 7.451
H18 42.034 13.519 8.674
C9 43.507 14.000 7.244
H19 41.036 10.040 7.753
H20 40.019 11.474 8.179
H21 41.211 11.004 9.191
H22 44.336 13.466 7.709
H23 43.698 15.005 7.621
H24 43.712 14.050 6.175
C10 35.966 0.063 10.866
C11 36.398 1.497 11.309
O4 37.528 1.855 11.405
N4 35.301 2.584 11.647
H25 34.618 2.599 10.903
H26 34.816 2.239 12.463
C12 35.919 3.974 11.971
H27 36.397 -0.800 11.373
H28 36.084 -0.098 9.794
H29 34.917 -0.155 11.069
H30 36.655 4.322 11.246
H31 36.335 4.008 12.978
H32 34.961 4.465 11.803
C13 27.167 4.684 3.268
C14 28.416 5.267 3.952
O5 28.575 5.366 5.129
N5 29.550 5.566 3.016
H33 30.438 5.475 3.489
H34 29.834 4.916 2.297
C15 29.388 7.027 2.669
H35 26.707 5.451 2.645
H36 26.450 4.515 4.072
H37 27.169 3.765 2.683
H38 28.479 7.161 2.084
H39 30.216 7.362 2.044
H40 29.349 7.785 3.451
C16 37.565 3.508 3.375
C17 36.797 2.605 4.238
O6 36.980 2.564 5.459
N6 35.779 1.692 3.556
H41 35.301 1.288 4.348
H42 35.104 2.146 2.958
C18 36.470 0.681 2.658
H43 37.895 4.342 3.994
H44 36.984 4.023 2.610
H45 38.365 3.123 2.742
H46 37.091 -0.070 3.147
H47 37.166 1.135 1.952
H48 35.669 0.110 2.188
P1 34.555 8.741 5.980
F1 35.126 9.970 6.918
F2 35.911 8.582 5.098
F3 35.127 7.529 6.992
F4 34.054 7.418 5.043
F5 33.148 8.740 6.810
F6 33.864 9.761 4.920
N7 39.324 17.245 8.257
S1 40.016 18.415 9.299
O7 40.782 18.057 10.486
O8 39.352 19.712 9.353
F7 41.255 18.754 8.257
S2 38.121 17.117 9.100
O9 37.028 18.004 8.792
O10 38.309 16.566 10.447
F8 37.686 15.824 8.216

Atoms 1-3, force components in eV/Å:
-1.17 -1.56 0.98
-4.27 -1.89 -2.45
5.11 3.25 1.48

total charge	+4
relative energy (zero: lowest compared OMol25 entry of this formula, charge and spin)	154.2	kcal per mole
lowest unoccupied orbital energy	-8.3	eV
HOMO level	-13.13	eV
Kohn-Sham gap	4.84	eV

These are the Mulliken partial charges, in e, on atoms 1 to 5: number 1, C, carries -1.01; number 2, C, carries 0.56; number 3, O, carries -0.46; number 4, N, carries -0.16; number 5, H, carries 0.38

Molecular formula: C18H48N9O8
Method: DFT, wB97M-V/def2-TZVPD

Atoms and positions in Å:
C1 -11.674 21.799 19.524
C2 -11.148 20.514 20.266
C3 -11.610 19.167 19.773
O1 -9.751 20.628 20.522
H1 -11.661 22.720 20.107
H2 -12.738 21.726 19.297
H3 -11.203 21.925 18.549
H4 -11.595 20.506 21.260
H5 -11.658 18.375 20.520
H6 -10.878 18.801 19.053
H7 -12.525 19.318 19.200
C4 -13.717 13.640 21.038
C5 -13.599 14.357 22.410
C6 -12.495 13.634 23.254
C7 -11.119 14.164 22.880
C8 -10.995 15.697 23.054
C9 -12.067 16.340 22.063
N1 -13.388 15.783 22.342
O2 -14.366 16.481 21.615
C10 -12.142 17.845 22.576
C11 -11.485 16.163 20.616
C12 -14.967 14.221 23.110
H8 -14.049 14.188 20.156
H9 -14.350 12.753 21.050
H10 -12.724 13.336 20.706
H11 -12.526 13.755 24.337
H12 -12.567 12.550 23.172
H13 -10.854 13.700 21.930
H14 -10.424 13.723 23.595
H15 -10.027 15.970 22.634
H16 -11.165 15.986 24.091
H17 -11.218 18.391 22.389
H18 -12.906 18.382 22.013
H19 -12.529 17.967 23.588
H20 -10.622 16.751 20.305
H21 -11.345 15.131 20.296
H22 -12.247 16.550 19.938
H23 -15.783 14.644 22.524
H24 -14.877 14.702 24.084
H25 -15.324 13.192 23.163
H26 -14.193 16.145 20.732
C13 -12.257 18.901 16.494
C14 -11.455 20.280 16.590
O3 -11.914 21.430 15.861
O4 -11.652 18.009 15.570
H27 -13.242 19.129 16.088
H28 -12.319 18.351 17.433
H29 -10.396 20.027 16.532
H30 -11.387 20.618 17.624
H31 -11.211 21.738 15.285
H32 -12.223 17.237 15.576
C15 -10.182 23.957 20.095
O5 -9.604 22.921 20.390
N2 -9.948 25.159 20.496
N3 -11.062 24.067 19.217
H33 -9.211 25.187 21.187
H34 -10.243 26.014 20.046
H35 -11.257 24.976 18.823
H36 -11.184 23.135 18.850
C16 -9.312 17.515 22.305
O6 -9.527 17.747 23.537
N4 -9.768 18.102 21.240
N5 -8.527 16.569 21.861
H37 -10.187 19.013 21.360
H38 -9.506 17.707 20.348
H39 -8.003 16.182 22.633
H40 -8.281 16.663 20.886
C17 -7.399 19.663 20.578
O7 -7.326 20.520 21.388
N6 -8.306 19.599 19.697
N7 -6.554 18.722 20.398
H41 -8.436 18.689 19.280
H42 -8.969 20.356 19.784
H43 -6.705 17.997 19.711
H44 -5.734 18.698 20.987
C18 -9.277 21.761 17.394
O8 -8.832 21.975 16.288
N8 -9.205 20.653 18.119
N9 -9.915 22.627 18.078
H45 -8.656 19.931 17.676
H46 -9.903 20.550 18.843
H47 -9.891 22.557 19.085
H48 -10.001 23.474 17.535

Atoms 1-3, force components in eV/Å:
-3.79 -3.85 2.13
0.58 2.04 2.17
-0.15 -0.22 -1.98

total charge	-1
lowest unoccupied orbital energy	2.4	eV
HOMO level	-3.46	eV
Kohn-Sham gap	5.81	eV

These are the Mulliken partial charges, in e, on atoms 1 to 5: number 1, C, carries -1.41; number 2, C, carries -0.50; number 3, C, carries -0.41; number 4, O, carries -0.80; number 5, H, carries 0.72

Molecular formula: C18H49N4O6V
Method: DFT, wB97M-V/def2-TZVPD

Atoms and positions in Å:
O1 -1.154 -0.167 0.368
V1 -0.817 -1.199 -0.795
C1 3.236 -1.226 -2.198
C2 2.736 -0.964 -0.786
O2 1.347 -0.689 -0.704
H1 2.801 -2.144 -2.594
H2 4.323 -1.301 -2.250
H3 3.006 -0.398 -2.869
H4 3.282 -0.194 -0.240
H5 3.020 -1.817 -0.170
C3 3.273 1.108 2.377
C4 1.818 1.676 2.485
C5 1.820 3.058 3.133
O3 2.366 2.898 4.461
C6 2.290 4.071 5.294
N1 1.367 1.831 1.107
H6 3.924 1.671 1.708
H7 3.327 0.068 2.057
H8 3.768 1.085 3.348
H9 1.120 1.008 2.990
H10 0.826 3.503 3.084
H11 2.511 3.703 2.591
H12 2.895 3.917 6.187
H13 1.270 4.207 5.654
H14 2.643 5.005 4.858
H15 1.994 2.441 0.601
H16 1.480 0.942 0.641
C7 -0.263 -3.034 -4.767
C8 -0.152 -2.039 -3.573
C9 -1.070 -0.833 -3.801
O4 -0.914 0.004 -2.687
C10 -1.404 1.343 -2.850
N2 -0.480 -2.820 -2.393
H17 0.502 -3.809 -4.715
H18 0.092 -2.547 -5.676
H19 -1.247 -3.474 -4.930
H20 0.889 -1.721 -3.515
H21 -2.117 -1.060 -4.003
H22 -0.741 -0.290 -4.688
H23 -2.483 1.492 -2.864
H24 -1.007 1.805 -3.754
H25 -1.095 2.005 -2.040
H26 -1.270 -3.431 -2.544
H27 0.250 -3.507 -2.268
C11 0.539 -2.240 2.448
C12 0.276 -3.229 1.376
C13 0.072 -4.687 1.913
O5 -0.133 -5.663 0.879
C14 -0.479 -6.968 1.368
N3 -0.928 -2.967 0.675
H28 0.716 -1.212 2.132
H29 1.481 -2.475 2.942
H30 -0.197 -2.298 3.250
H31 1.097 -3.342 0.669
H32 -0.851 -4.744 2.489
H33 0.970 -4.884 2.499
H34 -1.515 -6.834 1.678
H35 0.074 -7.230 2.270
H36 -0.440 -7.740 0.599
H37 -1.744 -2.879 1.263
H38 -1.088 -3.904 0.332
C15 -4.107 2.696 0.392
C16 -2.588 2.733 0.140
C17 -2.162 4.082 -0.597
O6 -2.966 4.162 -1.760
C18 -2.570 5.265 -2.619
N4 -1.895 2.655 1.390
H39 -4.396 1.724 0.794
H40 -4.635 2.869 -0.545
H41 -4.353 3.486 1.101
H42 -2.329 1.797 -0.356
H43 -1.088 4.118 -0.777
H44 -2.302 4.914 0.093
H45 -1.657 5.014 -3.159
H46 -2.518 6.182 -2.033
H47 -3.335 5.382 -3.387
H48 -2.018 3.466 1.979
H49 -0.893 2.575 1.293

Atoms 1-3, force components in eV/Å:
-0.60 -1.19 -1.65
4.45 1.22 2.25
0.07 0.59 0.03

total charge	+2
2S+1	3
relative energy (zero: lowest compared OMol25 entry of this formula, charge and spin)	0.0	kcal per mole
lowest unoccupied orbital energy (spin up / spin down)	-7.0 / -9.9	eV
HOMO level (spin up / spin down)	-14.07 / -14.07	eV
Kohn-Sham gap (spin up / spin down)	7.06 / 4.18	eV

These are the Mulliken partial charges, in e, on atoms 1 to 5: number 1, O, carries -0.59; number 2, V, carries 1.07; number 3, C, carries -1.46; number 4, C, carries -0.16; number 5, O, carries -0.26

The highest total charge belongs to which entry?
C18H48F8N7O10PS2

Look up the total charge of the third one.
+2

Which of these has the lowest total charge?
C18H48N9O8

Number 2 is which compound?
C18H48N9O8